No. 1
Here is a structure of composition C29H38Cl2N3O3RuS in a non-equilibrium geometry from the OMol25 dataset. Energies are from ωB97M-V with the def2-TZVPD basis set.

Properties
Orbital gap (alpha / beta) (Ha): 0.1914 / 0.1285
Strongest force on any atom (eV Å⁻¹): 4.81
Electronic energy (eV): -79758.1541

Geometry as ORCA input:
```
! RIJCOSX wB97M-V def2-TZVPD def2/J DEFGRID3
* xyz 0 6
Ru 0.00000 0.00000 0.00000
Cl 0.44959 -1.54129 -1.69604
Cl 1.88142 1.29836 -0.30845
S -2.90201 -1.56815 1.19708
O 4.14118 2.95357 -2.11967
O -0.75218 1.38479 1.33701
O -1.20117 1.37344 -1.53825
N -0.66559 0.86287 -3.70460
N -1.99678 -0.93550 0.02830
N -1.00094 3.52795 2.03523
C -0.58815 2.60366 1.16448
C -4.34635 -3.74897 0.09162
C -3.09508 -3.19714 0.41860
C 6.35837 2.33074 -2.74737
C 6.97604 1.01831 -4.66578
C -5.04278 -0.61343 -0.41632
C 8.31595 1.12666 -4.30413
C -0.00851 -1.50763 2.48949
C -0.78709 4.93633 1.78273
C -0.93132 0.00413 -4.83742
C 2.24822 -1.45031 1.39073
C 5.33730 2.97483 -1.90911
C 0.63581 1.50277 -3.66338
C -3.25814 -5.76721 -0.70420
C -6.25467 0.07246 -0.56604
C -6.26643 0.59384 1.79847
C 8.67950 1.83516 -3.16708
C -5.06102 -0.08844 1.94944
C -4.44194 -0.69837 0.84841
C 7.70194 2.43551 -2.39062
C 0.79431 -1.12936 1.48930
C -6.86555 0.67554 0.54094
C 5.99991 1.61675 -3.89248
C -2.01399 -5.23080 -0.36894
C 0.34170 -2.30783 3.70873
C -1.43145 0.80548 -2.61254
C -4.42198 -5.02799 -0.47398
C -1.93362 -3.95341 0.19010
C -1.65222 3.16110 3.27641
H -0.27314 5.06626 0.83571
H -4.60790 -0.14990 2.93206
H 0.70561 2.11510 -2.77423
H -0.32684 -3.16565 3.82562
H -1.04653 -1.18426 2.46554
H 0.77476 2.10810 -4.55853
H -6.73551 1.05815 2.65747
H -7.80369 1.20238 0.42463
H 1.41610 0.74595 -3.60471
H 6.70033 0.46474 -5.55329
H -0.96198 -3.55524 0.45415
H -1.73794 5.46900 1.74127
H 5.74414 3.51178 -1.02565
H 0.23077 -1.70763 4.61635
H -6.72604 0.13473 -1.53822
H -0.21010 -0.81286 -4.86608
H -4.58875 -1.08010 -1.28138
H -5.38548 -5.45069 -0.72731
H 9.72150 1.91754 -2.88915
H 1.36129 -2.68311 3.69156
H -0.07869 2.98484 0.28119
H -2.31715 -1.13077 -0.92706
H -2.66309 3.56830 3.31056
H -5.26141 -3.20762 0.27434
H -2.33805 0.20003 -2.75219
H 2.58091 -2.17801 2.13472
H 4.95293 1.54647 -4.15314
H 2.49399 -1.83408 0.40308
H -0.86458 0.57080 -5.76549
H -1.92904 -0.41853 -4.75678
H -1.09057 3.55288 4.12420
H -1.69521 2.08104 3.34246
H -1.11203 -5.80511 -0.53802
H -3.31995 -6.75869 -1.13527
H -0.17838 5.37818 2.57200
H 2.83715 -0.54249 1.51557
H 9.07775 0.65670 -4.91226
H 7.97555 2.99050 -1.50113
*
```

No. 2
Here is a cluster of 7 separate species, C29H38F6N5O20 in total in a non-equilibrium geometry from the OMol25 dataset. Energies are from ωB97M-V with the def2-TZVPD basis set.

Properties
Orbital gap (Ha): 0.3324
Strongest force on any atom (eV Å⁻¹): 6.52
Electronic energy (eV): -95382.2542

Geometry as ORCA input:
```
! RIJCOSX wB97M-V def2-TZVPD def2/J DEFGRID3
* xyz 1 1
F -1.94628 1.19657 -3.47579
F -4.26443 4.39014 1.36316
F 13.22852 1.76344 -1.25521
F -9.12990 0.28418 4.18163
F 4.72312 -0.48072 -0.50268
F 4.79416 -2.38498 -3.62550
O -0.83096 -2.07048 -1.07928
O -1.22635 5.67632 0.45423
O 9.80456 1.83407 -1.34793
O 6.95881 1.80164 0.74543
O 4.84871 1.09133 1.10522
O 1.66281 -4.99177 -1.89456
O 9.33461 -0.12784 -0.33095
O 0.92151 -0.09283 -4.84834
O -2.31780 3.69881 0.49929
O 1.81444 -4.05025 -3.93701
O 11.47704 0.43961 -0.77048
O -6.91843 2.59222 5.42041
O -0.29396 3.85167 -0.49893
O 3.51406 -3.83413 -2.47602
O -0.95348 0.98720 -5.48394
O 5.80725 2.55828 2.53406
O -9.01894 1.85535 5.78640
O 0.70296 0.62668 -6.97814
O -8.07659 3.33231 7.21318
O -6.52350 -3.80742 1.71942
N -0.03812 -1.22010 0.97347
N -3.99646 -0.64500 0.43767
N -3.28985 0.35293 1.02431
N -6.40331 -1.16723 0.08670
N -5.65601 0.82732 1.25023
C -1.79990 0.52965 1.14542
C -6.10564 -2.45644 -0.59417
C 11.02795 2.50866 -1.61742
C -7.18774 1.58428 4.45586
C -4.31032 1.24992 1.55625
C 1.21721 -1.57572 1.69602
C 2.29993 -0.37574 1.63302
C -1.19348 4.36314 0.09252
C -1.22995 0.34676 -4.25456
C 12.00562 1.37788 -1.68766
C -5.40598 -0.40792 0.54347
C 10.13224 0.64407 -0.77290
C -6.17433 -4.97776 0.71633
C -8.68374 1.53545 4.45188
C 4.00907 -3.48099 -3.75364
C -2.91832 4.54430 1.44937
C 0.26614 0.51996 -5.87493
C 5.86845 1.87949 1.55475
C 2.27287 -4.35097 -2.69500
C -5.51933 -3.43462 0.67768
C 6.68096 0.79572 -0.22151
C 0.13089 0.10818 -3.68087
C 5.18521 0.76632 -0.23091
C -1.11600 -0.73681 1.87348
C -0.59101 -3.80308 0.67155
C -0.51567 -2.30541 0.11053
C -2.51170 5.91468 1.01609
C -8.01090 2.65610 6.23542
C 2.76373 -3.16632 -4.51814
H 2.87189 -3.35516 -5.58657
H -3.56800 -1.46243 -0.02334
H -3.17441 6.32885 0.25149
H -1.29661 0.77010 0.15303
H 7.11879 -0.14941 0.10266
H -2.57602 4.27062 2.45247
H 4.72413 1.48777 -0.91200
H 4.59426 -4.30806 -4.16516
H 1.03996 -1.82031 2.79590
H 3.35662 -0.74033 1.86358
H -1.89218 -1.56106 2.09008
H 0.51297 0.97114 -3.12814
H -7.38263 -0.86613 0.20244
H -4.07125 2.18984 2.15154
H 12.09138 0.91722 -2.67583
H -6.77728 1.85352 3.48189
H -7.07158 -2.93146 -0.93154
H -6.73626 0.64208 4.77960
H -5.28021 -2.41760 -1.36599
H -9.15585 2.25090 3.77252
H 11.24636 3.20419 -0.80280
H -4.37766 -3.31765 0.97729
H -6.68510 -4.90215 -0.28501
H -5.18938 -5.47269 0.95497
H -1.80787 -0.56395 -4.43608
H -1.48781 -4.36210 0.23941
H 2.31291 0.03900 0.57004
H 2.43087 -2.13483 -4.37511
H -1.64610 1.44032 1.82395
H 0.16101 -0.76620 -3.02905
H 2.07494 0.43959 2.39778
H -0.75020 -3.74893 1.79633
H 1.73204 -2.48308 1.21702
H -2.45477 6.61747 1.84786
H 10.97047 3.06901 -2.55108
H 7.09811 1.05963 -1.19295
H 0.38331 -4.34079 0.42236
H -0.63341 -0.38696 2.84846
*
```